Record 1
This record from the Open Molecules 2025 dataset describes a structure of composition C24H15BCo2F6O8S in a non-equilibrium geometry. The level of theory is ωB97M-V with the def2-TZVPD basis set.

Structure (XYZ):
```
57
Properties=species:S:1:pos:R:3:forces:R:3
Co 2.398718 1.167465 3.264780 -1.1600 -0.0854 1.9946
Co 4.776982 1.714036 3.221701 0.3616 1.2431 -0.3303
S -3.044076 -4.793036 0.431914 0.9025 -0.1529 -0.1380
F 0.391017 0.463545 -1.439451 -0.4399 0.8015 0.2124
F -0.234252 2.193449 -0.216812 0.1246 -0.5096 -0.7053
F -6.261328 0.860390 -0.638096 0.4059 -0.7474 -0.7124
F -6.173053 -1.266792 -1.226543 0.4102 1.2602 -0.2297
F -0.966744 1.985266 -2.287408 0.5200 -0.5228 0.9919
F -5.483498 0.298990 -2.628069 -0.2259 -0.2397 1.0018
O -1.355697 -2.238084 2.894970 0.3881 0.5671 1.1399
O 5.667659 -0.690808 4.608182 -0.7004 2.3736 -1.3958
O 1.872580 -0.932684 5.226137 0.7383 2.3740 -2.4543
O 3.189423 2.892669 5.456343 0.4064 -1.4674 -2.4430
O 6.311236 3.844752 4.500570 -1.1643 -2.5705 -0.9868
O -3.579676 -2.960828 2.491581 0.0576 0.4180 0.9660
O 0.120870 3.001498 3.548465 3.3273 -2.3846 -0.6859
O 6.817948 2.385711 1.215181 -1.8223 -0.8720 1.7383
C -1.840823 0.490504 -0.631954 0.3177 0.3815 0.3161
C -4.121599 -0.177196 -0.730218 -0.3260 -0.1371 0.2794
C 3.356726 0.835639 1.812479 0.7391 1.5036 -1.8601
C -2.629647 -1.253340 0.822915 0.1389 0.1950 1.7526
C -1.926839 -5.945008 -0.226045 0.8148 0.9948 0.3885
C 2.058305 -0.087428 4.456055 -1.7040 -2.6855 3.5855
C 5.739948 2.954879 4.034825 0.8723 3.4357 1.3873
C -5.506603 -0.070648 -1.312266 -0.3938 -0.0955 0.0396
C 1.050358 2.317622 3.386326 -4.1003 2.8720 0.6833
C 1.550002 -1.043289 1.419969 0.8280 0.3471 0.2362
C 5.993912 2.073665 1.959029 1.6595 0.7236 -2.6101
C -1.786589 -3.689630 0.904096 -0.2159 -0.2484 0.5047
C -0.634793 -5.490210 -0.062601 -0.5121 0.1181 -0.0868
C 2.322447 -0.049257 1.916833 0.2224 -1.0145 -1.2683
C 3.399378 2.297135 4.463611 -0.0326 1.4890 2.2480
C -1.885943 -2.674033 4.141062 0.0841 0.1303 0.0071
C -0.550150 -4.193856 0.590403 -0.8604 -0.6356 -0.6159
C -1.630617 -0.374442 0.451055 -0.3200 0.1137 -1.0247
C -2.434196 -7.234695 -0.751651 -0.1943 -0.3977 -0.1219
C 5.340582 0.247388 4.017908 1.2205 -4.5036 2.1156
C -3.902080 -1.092483 0.297536 -0.1989 0.3009 -0.8881
C -0.675468 1.288211 -1.152200 -0.4157 0.1668 -0.1057
C -3.098665 0.636277 -1.197153 0.1495 -0.1322 -0.2148
C -3.346782 -3.123236 3.881941 -0.1587 0.1502 -0.2195
B -2.353147 -2.460502 1.888935 0.1595 -0.9362 -2.1386
H -1.286838 -3.512174 4.537997 -0.0770 0.3198 -0.0611
H -4.733121 -1.686146 0.664520 0.2229 -0.1217 -0.0327
H 3.791745 1.201049 0.880763 0.3163 -1.1126 -0.1602
H -1.618783 -7.868229 -1.113281 -0.1032 0.0598 0.0805
H 0.390357 -3.676619 0.781028 -0.1799 -0.1848 0.0696
H -1.865590 -1.827143 4.845869 0.1038 -0.3018 0.0232
H -3.145707 -7.087803 -1.575541 0.1534 -0.0506 0.1521
H 0.226080 -6.058947 -0.403679 -0.0680 0.0246 0.0794
H -3.486426 -4.178203 4.187707 -0.0950 0.4131 -0.1313
H 1.133792 -1.810858 2.073499 0.0061 -0.1357 -0.1124
H -2.966568 -7.759405 0.055204 0.1268 -0.0767 -0.3064
H -3.272794 1.365671 -1.979274 0.0407 -0.2044 -0.0432
H -4.051865 -2.470239 4.428828 0.1771 -0.4103 -0.0008
H -0.675301 -0.376667 0.975664 -0.0546 -0.1181 -0.1464
H 1.377707 -1.103666 0.342182 -0.4726 0.2780 0.2367
```
Forces are in eV/Å.

As for the lowest unoccupied orbital energy: -4.47 eV. Its total charge is 0. The HOMO energy is -7.02 eV. The energy above the lowest of the compared OMol25 structures with the same formula, charge and spin is 31.2 kcal per mole.

These are the Löwdin partial charges, in e, on atoms 1 to 6: Co 0.071; Co 0.061; S 1.098; F 0.094; F 0.099; F 0.112

***

Record 2
This record from the Open Molecules 2025 dataset describes a cluster of 5 separate species, C2H15N2O3 in total in a non-equilibrium geometry. The level of theory is ωB97M-V with the def2-TZVPD basis set.

Structure (XYZ):
```
22
Properties=species:S:1:pos:R:3:forces:R:3
O 1.224946 -2.047243 0.183032 0.0476 0.2195 0.6803
O -1.320396 -1.406960 -0.735238 0.5787 0.2282 0.1751
O -2.447032 -3.657877 -2.164352 0.2227 0.5635 -0.0595
N -1.074283 1.641617 0.323579 -0.8276 -1.3056 1.3010
N 2.314888 2.942432 1.063927 0.6457 -2.1275 -0.3116
C 1.246474 2.371043 0.316360 -1.2053 0.5060 0.1965
C 0.008072 2.007963 1.202510 0.7733 0.7281 -0.7278
H -0.388924 -1.694051 -0.557172 -0.0521 0.0433 0.1708
H -3.405200 -3.706453 -2.269815 -0.0079 -0.0688 0.1279
H -1.315772 0.646150 0.313821 0.2526 -0.1728 -0.6199
H 0.311949 1.199310 1.871534 -0.4441 -0.0809 0.0553
H 1.316023 -2.860188 0.705619 -0.1305 -0.2325 -0.4282
H -2.113032 -3.629412 -3.071137 -0.0053 -0.1667 0.0731
H 1.541844 -1.392735 0.835401 -0.1105 -0.1857 -0.4708
H 1.627317 1.474923 -0.214030 0.3002 0.0831 0.0285
H -1.948080 2.166441 0.392378 0.2844 0.4456 -0.3772
H -1.698536 -2.179140 -1.224079 -0.5919 -0.2031 -0.2546
H -0.272061 2.914252 1.741325 -0.0107 -0.1438 0.1965
H 0.892451 3.027917 -0.489018 0.4862 0.1863 -0.0683
H 2.378191 -0.650502 1.979818 0.1753 0.1315 0.2354
H 3.213231 3.064550 0.582979 -0.1343 0.7942 -0.1621
H 2.475092 2.542938 1.999377 -0.2467 0.7581 0.2395
```
Forces are in eV/Å.

As for the lowest unoccupied orbital energy (spin up / spin down): -8.79 / -12.94 eV. As for the spin multiplicity: 2. Its total charge is +2. The HOMO energy (spin up / spin down) is -17.43 / -17.19 eV. The energy above the lowest of the compared OMol25 structures with the same formula, charge and spin is 139.5 kcal per mole. Its expectation value of S² is 1.760.

These are the Löwdin partial charges, in e, on atoms 1 to 6: O -0.069; O 0.088; O -0.036; N 0.252; N 0.353; C -0.139